No. 1
ORCA calculation (ωB97M-V with the def2-TZVPD basis set) on a molecular structure, C31H39AsHgN5OS5.

Output
Energy above the lowest of the compared OMol25 structures with the same formula, charge and spin ... 36.2 kcal per mole
Spin multiplicity ... 2
Lowest unoccupied orbital energy (alpha / beta) ... 0.00676 / -0.09418 Eh
HOMO level (alpha / beta) ... -0.2682 / -0.2595 hartree
E_tot ... -5933.70269 a.u.

Each line ends with the Mulliken charge.
CARTESIAN COORDINATES (ANGSTROEM)
1 C 1.090 -2.473 1.922  0.58
2 C -3.829 0.096 -3.498  0.15
3 H 2.012 4.127 -2.895  0.40
4 H 0.381 4.104 -3.603  0.13
5 H -0.355 2.816 -1.774  0.46
6 C -2.575 3.258 -5.440  -0.35
7 Hg -0.876 -0.427 -0.244  0.44
8 C 0.686 2.598 -2.024  -0.26
9 C 2.725 1.775 -3.783  -0.74
10 H 4.468 2.880 -1.222  0.18
11 H 6.558 1.372 1.029  0.43
12 H -1.044 1.238 -3.406  0.02
13 C 1.185 3.481 -3.205  -0.56
14 S -5.348 0.181 -7.312  -0.39
15 H 5.570 0.170 1.883  0.37
16 H -3.350 1.365 -8.137  0.37
17 H -2.544 3.370 -9.281  0.38
18 H 3.913 3.974 2.928  0.35
19 C -4.596 0.270 -5.851  0.31
20 H 5.383 3.933 -0.121  0.47
21 S 0.273 -1.106 2.812  0.30
22 H 4.476 2.469 3.675  0.30
23 S 2.242 1.299 1.241  -0.34
24 H 3.988 -3.386 0.463  0.40
25 H 5.507 0.268 0.115  0.38
26 H -0.709 -3.600 1.945  0.32
27 H 5.614 3.484 2.760  0.39
28 H 2.221 -0.198 -2.932  0.46
29 C 0.318 -3.577 1.612  -0.06
30 C 2.410 -2.386 1.512  -0.27
31 S -3.667 -0.322 -1.888  -0.20
32 H 2.625 -5.346 -0.101  0.39
33 N 0.781 1.201 -2.413  0.10
34 N -3.596 1.096 -5.459  0.48
35 As 4.135 2.134 1.187  0.48
36 C 0.574 1.805 -4.778  -0.43
37 C -4.129 -3.462 2.633  -1.01
38 H 2.997 -1.507 1.741  0.08
39 C 1.212 -1.412 4.349  0.17
40 H 3.624 4.133 -0.292  0.33
41 H -4.242 -4.530 2.442  0.32
42 H 2.722 0.994 -1.717  -0.45
43 H -1.729 5.213 -5.525  0.38
44 C 1.225 -2.368 6.542  -0.58
45 O -1.073 -1.600 3.123  -0.50
46 H 3.522 2.426 -3.417  0.39
47 C 0.589 -2.155 5.333  -0.59
48 H 0.971 1.171 -5.572  0.21
49 C 2.456 -0.847 4.564  0.12
50 C 2.189 -4.539 0.470  -0.45
51 H 3.117 1.189 -4.617  0.30
52 C -3.377 -2.869 1.564  0.35
53 H 4.066 -0.635 5.964  0.40
54 C 2.170 0.857 -2.654  0.07
55 H 1.298 2.737 -1.125  -0.12
56 H -3.593 -3.304 3.569  0.24
57 C 4.589 3.126 2.810  -1.06
58 H -5.113 -2.996 2.692  0.34
59 C 2.958 -3.431 0.788  -0.70
60 C 5.604 0.851 1.032  -1.21
61 C -2.562 3.347 -8.204  -0.67
62 C 0.868 -4.613 0.877  -0.63
63 C -3.020 2.211 -7.563  -0.66
64 C -3.063 2.179 -6.176  0.59
65 H 0.015 -0.105 -3.836  0.50
66 C -0.008 0.963 -3.611  -0.44
67 S -5.067 -0.740 -4.502  -0.13
68 C -2.123 4.439 -7.478  -0.58
69 C 3.093 -1.066 5.775  -0.52
70 N -2.781 -2.443 0.686  -0.16
71 H -1.784 5.326 -7.988  0.39
72 H -2.583 3.201 -4.363  0.47
73 N 1.663 2.628 -4.280  -0.18
74 H -0.404 -2.531 5.140  0.49
75 H -0.181 2.462 -5.212  0.08
76 C -2.105 4.378 -6.095  -0.35
77 H 0.746 -2.945 7.319  0.39
78 N -3.192 0.984 -4.173  -0.55
79 H 2.986 -1.996 7.700  0.36
80 C 4.441 3.409 -0.269  -0.93
81 C 2.482 -1.829 6.758  -0.52
82 H 2.901 -0.223 3.799  0.18
83 H 0.271 -5.475 0.617  0.41



No. 2
ORCA calculation (ωB97M-V with the def2-TZVPD basis set) on a molecular structure, C31H39BF20I2N3O11P2S2.

Output
Charge ... +1
Lowest unoccupied orbital energy ... -0.16664 Eh
HOMO level ... -0.4018 hartree
E_tot ... -6292.25524 a.u.

Each line ends with the Mulliken charge.
CARTESIAN COORDINATES (ANGSTROEM)
1 O 2.011 -0.802 5.299  -0.60
2 B 1.492 -1.434 2.178  -0.21
3 H -0.705 3.755 -1.898  0.35
4 C -3.230 1.259 -5.105  -0.03
5 H 3.891 5.113 0.500  0.43
6 F -2.059 -8.161 -1.680  -0.29
7 C 0.307 1.750 0.617  -1.37
8 C 4.295 3.792 4.807  -1.07
9 H -0.206 4.147 5.323  0.37
10 C -2.320 2.874 4.193  -0.66
11 O -1.422 -6.304 -2.703  -0.44
12 F -1.998 -3.029 -4.000  -0.14
13 O 1.922 2.076 5.965  -0.56
14 F -1.250 0.030 -4.582  -0.24
15 C -0.323 0.903 -7.835  0.19
16 H 2.388 1.245 -1.316  0.16
17 C 3.548 3.121 1.479  -0.39
18 F -0.369 1.907 -8.744  -0.26
19 F -2.724 1.973 -6.129  -0.21
20 H 2.330 -0.916 6.240  0.42
21 C 2.777 2.321 2.714  0.74
22 H -1.525 3.184 0.247  0.38
23 F -3.156 -0.730 -3.867  -0.27
24 H -1.108 -4.365 -2.314  0.43
25 O 5.207 -1.791 1.119  -0.48
26 C -1.504 -0.060 -8.022  0.77
27 H -1.372 -8.677 -4.137  0.24
28 C 2.171 -0.321 0.520  -0.95
29 H 4.704 3.182 1.666  0.45
30 H -0.883 3.946 2.936  0.39
31 F -3.036 0.880 1.019  -0.27
32 C 2.872 0.365 -0.712  -0.63
33 H 4.673 4.029 5.878  0.39
34 O 3.992 -0.002 -1.249  -0.49
35 C -2.014 -0.070 1.484  -0.15
36 C 0.398 -2.469 1.464  -0.64
37 F -2.522 -7.390 -5.112  -0.20
38 H -4.307 1.149 -5.262  0.27
39 C -3.831 2.972 3.514  -0.90
40 S -0.556 0.739 6.328  -0.33
41 C 0.287 1.996 3.282  0.21
42 O -0.092 3.390 5.925  -0.57
43 F 6.477 -0.941 2.741  -0.31
44 H -3.616 -0.936 -6.671  0.44
45 H 1.121 3.254 -1.479  0.19
46 C 5.248 -0.823 1.927  -0.13
47 C -1.942 -4.968 -2.689  -1.01
48 H 0.007 4.053 1.050  -0.09
49 P 0.423 1.910 5.084  1.18
50 H 1.382 2.149 0.356  -0.97
51 I -0.640 0.810 -1.185  0.56
52 H -0.253 -1.973 0.656  0.07
53 C -1.165 2.829 3.157  -0.26
54 C -2.558 -0.102 -4.926  1.10
55 H 4.258 -2.021 5.303  0.42
56 H 0.629 0.379 -7.945  0.25
57 C -3.816 -4.451 -4.408  0.21
58 N 1.445 2.923 2.834  0.92
59 H 3.471 2.622 0.456  0.19
60 C 2.926 0.663 2.704  0.94
61 F 1.500 4.025 3.626  -0.34
62 O -0.971 -1.525 4.137  -0.42
63 H -2.488 2.112 5.014  0.02
64 N -0.822 0.106 2.264  2.48
65 H 5.077 1.193 2.725  0.83
66 C 0.368 0.877 2.028  0.10
67 H -4.521 2.127 3.877  0.47
68 O 4.255 -1.646 4.395  -0.61
69 C -2.373 -7.356 -2.724  0.73
70 H 1.337 -0.817 -0.144  0.87
71 F -3.596 -6.855 -2.449  -0.27
72 C -2.668 -1.049 -6.137  -0.25
73 C 4.392 0.493 2.069  -1.77
74 C 3.106 4.639 1.224  -1.06
75 F -3.054 2.023 -3.992  -0.23
76 H 2.002 1.399 6.673  0.42
77 O -1.549 -1.075 -7.034  -0.48
78 H -2.727 -4.847 -1.937  0.39
79 H 4.627 0.920 1.030  0.65
80 C -0.361 3.199 0.361  0.16
81 C -2.333 -4.357 -4.049  0.93
82 F -1.553 -4.897 -5.017  -0.33
83 H 3.165 5.297 2.187  0.24
84 H -4.432 -3.908 -3.685  0.28
85 O 2.290 -2.420 2.816  -0.30
86 F -4.041 -3.901 -5.632  -0.26
87 O -2.522 -1.244 1.276  -0.45
88 I -4.805 4.882 4.097  0.04
89 C 0.156 3.752 -1.109  -0.93
90 F -1.374 -0.702 -9.208  -0.30
91 H 0.933 -3.304 0.834  0.26
92 H 0.428 4.891 -1.025  0.43
93 F -2.697 0.568 -8.072  -0.29
94 H -2.288 3.905 4.754  0.69
95 H 2.888 -1.260 0.599  0.61
96 F -0.337 1.485 -6.612  -0.19
97 S 4.748 0.637 5.495  -0.29
98 F -3.316 -9.104 -4.039  -0.25
99 H -3.828 2.990 2.373  0.32
100 H -0.243 -3.045 2.221  0.40
101 C 3.654 3.121 3.853  -0.73
102 H -2.705 -2.062 -5.730  -0.21
103 F -4.266 -5.718 -4.482  -0.23
104 H 2.070 4.778 0.716  0.05
105 H 1.811 -2.915 3.538  0.36
106 C -2.333 -8.171 -4.023  0.20
107 F -2.699 -0.158 3.942  -0.28
108 C -1.342 -0.492 3.466  -0.09
109 P 3.325 -0.141 4.383  0.90
110 H -1.762 2.504 2.237  -0.93
111 N 1.726 0.088 1.895  2.09



No. 3
ORCA calculation (ωB97M-V with the def2-TZVPD basis set) on a molecular structure, C31H39N2Tl.

Output
Charge ... +2
Lowest unoccupied orbital energy (alpha / beta) ... -0.33011 / -0.33154 Eh
HOMO level (alpha / beta) ... -0.5201 / -0.5201 hartree
E_tot ... -1486.08451 a.u.

Each line ends with the Mulliken charge.
CARTESIAN COORDINATES (ANGSTROEM)
1 C 2.688 3.463 -3.077  -1.63
2 C 3.403 -0.608 1.628  0.33
3 C -4.738 0.428 -0.753  -0.41
4 H -0.757 4.923 1.588  0.56
5 C -3.012 0.051 -3.219  -1.60
6 H -6.377 -0.100 0.522  0.41
7 C -3.406 2.481 -2.702  -1.61
8 H -2.303 1.601 4.822  0.43
9 H 1.282 -0.656 2.146  -0.10
10 C 2.924 1.313 -1.775  0.72
11 C 3.634 0.573 2.577  -1.48
12 H 0.453 2.108 -4.035  0.42
13 H 0.741 0.569 -3.215  0.16
14 C 3.511 -0.210 0.169  0.57
15 C 1.224 1.473 -3.598  -1.27
16 C -1.050 2.483 0.858  -1.86
17 C 4.733 -0.276 -1.916  -1.36
18 H 1.213 2.605 -1.796  -0.20
19 H 1.213 6.392 1.445  0.46
20 H -5.323 0.347 -1.660  0.42
21 H 3.566 3.141 -0.012  0.75
22 H 1.901 1.169 -4.398  0.44
23 C 0.185 4.516 1.241  -0.44
24 Tl -0.358 -0.726 -0.811  1.06
25 C -3.401 0.800 -0.828  0.71
26 H 3.365 5.534 0.554  0.52
27 H 4.562 1.100 2.348  0.37
28 C 1.498 2.671 0.410  -0.10
29 C 0.240 3.191 0.874  1.14
30 C -2.682 0.928 0.373  0.75
31 H -3.556 2.247 3.764  0.38
32 H -1.848 2.571 3.429  0.26
33 C -2.556 1.814 3.783  -1.45
34 C -4.582 0.261 1.631  -0.71
35 H 3.209 4.034 -2.307  0.36
36 C 2.608 3.563 0.263  -0.85
37 H 4.228 -1.303 1.792  0.77
38 C -5.333 0.178 0.471  -1.56
39 C 1.968 2.244 -2.496  1.16
40 H 2.241 -1.916 2.901  0.51
41 C 2.504 4.883 0.622  -0.85
42 H -1.859 3.037 1.345  0.60
43 N 1.730 1.360 0.338  1.14
44 H -2.444 0.257 -4.129  0.42
45 H -2.719 -0.934 -2.843  0.31
46 H -5.042 0.013 2.581  0.55
47 C -1.051 0.002 2.871  -1.21
48 H -2.923 2.786 -3.633  0.45
49 H -1.739 1.354 -2.068  -0.71
50 C 3.940 0.713 -2.488  -0.66
51 H 1.965 4.120 -3.559  0.46
52 H 3.420 3.172 -3.833  0.37
53 C -3.237 0.619 1.617  -0.14
54 C -2.483 0.533 2.947  0.07
55 C 1.296 5.360 1.131  -0.89
56 C 2.711 0.849 -0.416  -0.12
57 H 4.114 1.004 -3.515  0.49
58 H 3.714 0.202 3.599  0.46
59 H -0.323 0.748 2.546  0.02
60 N -1.333 1.401 0.266  0.45
61 C 2.107 -1.352 1.977  -1.01
62 H 5.531 -0.721 -2.499  0.44
63 H 5.184 -1.465 -0.178  0.51
64 H 2.807 1.283 2.552  0.19
65 H 1.834 -2.080 1.209  0.32
66 H -0.982 -0.867 2.207  0.26
67 H -3.291 3.285 -1.974  0.37
68 C -2.813 1.166 -2.187  1.68
69 C 4.521 -0.720 -0.600  -0.99
70 H -4.471 2.363 -2.905  0.38
71 H -3.041 -0.226 3.501  0.80
72 H -4.061 -0.030 -3.507  0.38
73 H -0.738 -0.328 3.862  0.44



| no. | maximum force (hartree/bohr) |
| --- | --- |
| 1 | 0.033 |
| 2 | 0.193 |
| 3 | 0.009 |